# C39H46Br3F4N4OP2STl

A structure of composition C39H46Br3F4N4OP2STl in a non-equilibrium geometry (wB97M-V/def2-TZVPD, OMol25).

Each line ends with the Mulliken charge.
Positions of all 101 atoms, in Å:
Tl  -0.416  1.308  0.234  0.790
N  -0.914  4.148  -3.535  -0.553
C  -0.899  2.898  -2.900  0.541
S  -2.097  2.630  -1.669  -0.554
N  0.000  2.079  -3.334  -1.268
N  0.152  0.898  -2.610  1.519
C  0.047  -0.158  -3.311  -1.720
C  0.368  -1.539  -2.917  1.604
C  0.092  -2.522  -3.870  -0.665
C  0.364  -3.865  -3.665  -0.963
C  0.930  -4.241  -2.442  -0.423
C  1.227  -3.298  -1.478  -0.862
C  0.984  -1.905  -1.674  0.260
O  1.319  -1.040  -0.798  0.333
H  -1.813  4.599  -3.506  0.211
H  -0.467  4.133  -4.439  0.252
H  -0.272  -0.039  -4.354  0.037
H  -0.357  -2.204  -4.808  0.306
H  0.135  -4.603  -4.426  0.338
H  1.144  -5.289  -2.247  0.355
H  1.652  -3.597  -0.526  0.216
Br  -1.034  3.902  1.641  -0.709
C  1.084  2.739  4.002  -0.879
Br  1.151  1.185  3.003  0.464
H  0.135  2.906  4.493  0.267
H  1.573  3.581  3.530  0.217
F  7.478  -2.116  1.360  -0.341
C  6.390  -1.414  1.010  0.434
C  6.507  -0.317  0.190  0.524
F  7.718  0.058  -0.248  -0.341
C  5.376  0.394  -0.163  0.489
F  5.618  1.460  -0.937  -0.436
C  4.088  0.044  0.247  -0.672
P  2.601  1.037  -0.400  1.173
C  3.171  1.075  -2.164  0.441
C  3.476  -0.147  -2.764  -0.410
C  3.831  -0.220  -4.103  -0.732
C  3.911  0.937  -4.867  -0.647
C  3.644  2.161  -4.269  -0.730
C  3.277  2.230  -2.932  0.013
C  3.190  2.682  0.266  0.642
C  4.048  2.851  1.357  -0.687
C  4.208  4.090  1.966  -0.763
C  3.498  5.194  1.507  -0.517
C  2.605  5.038  0.457  -0.971
C  2.438  3.793  -0.136  -0.188
C  4.009  -1.054  1.115  -0.566
Br  2.432  -1.640  1.964  -0.050
C  5.146  -1.767  1.477  0.309
F  5.090  -2.819  2.309  -0.357
H  3.419  -1.059  -2.182  0.218
H  4.038  -1.187  -4.546  0.427
H  4.178  0.885  -5.916  0.337
H  3.718  3.076  -4.845  0.403
H  3.084  3.199  -2.494  0.293
H  4.589  2.004  1.759  0.299
H  4.878  4.188  2.813  0.350
H  3.608  6.157  1.994  0.322
H  1.996  5.869  0.126  0.412
H  1.668  3.679  -0.894  0.363
C  -1.434  -3.299  1.885  -1.806
C  -2.577  -2.446  2.480  2.363
C  -2.045  -1.892  3.812  -2.042
C  -3.792  -3.335  2.766  -1.897
P  -2.845  -0.942  1.327  0.021
N  -1.432  -0.463  0.918  0.089
C  -3.886  0.334  2.277  2.596
C  -5.097  -0.183  3.055  -2.163
C  -4.350  1.385  1.249  -1.964
C  -2.943  1.078  3.252  -1.607
C  -3.868  -1.556  -0.155  2.768
C  -3.247  -2.870  -0.659  -2.025
C  -5.371  -1.763  0.058  -2.182
C  -3.644  -0.550  -1.296  -1.834
H  -0.918  -3.822  2.699  0.584
H  -0.712  -2.657  1.374  0.170
H  -1.793  -4.049  1.184  0.240
H  -1.641  -2.721  4.405  0.671
H  -2.823  -1.411  4.402  0.210
H  -1.242  -1.172  3.636  0.278
H  -3.481  -4.160  3.420  0.508
H  -4.205  -3.779  1.862  0.282
H  -4.594  -2.799  3.273  0.250
H  -5.796  -0.744  2.435  0.223
H  -5.637  0.678  3.467  0.548
H  -4.805  -0.812  3.896  0.331
H  -4.715  2.266  1.784  0.610
H  -5.153  1.022  0.608  0.215
H  -3.529  1.724  0.615  0.323
H  -2.909  0.602  4.232  0.222
H  -3.282  2.109  3.379  0.493
H  -1.926  1.132  2.866  0.119
H  -3.469  -3.725  -0.022  0.240
H  -2.164  -2.775  -0.759  0.245
H  -3.657  -3.084  -1.651  0.681
H  -5.594  -2.439  0.886  0.271
H  -5.794  -2.206  -0.853  0.530
H  -5.897  -0.826  0.235  0.318
H  -2.589  -0.300  -1.393  0.133
H  -4.185  0.384  -1.163  0.280
H  -3.974  -1.000  -2.240  0.558

Forces on the atoms, in the same order (eV/Å):
-0.4 0.0 -0.7
0.0 0.0 0.2
0.0 -0.2 -0.1
0.2 0.1 -0.1
-0.1 0.0 0.2
0.0 0.2 0.1
0.2 -0.4 -0.1
-0.3 0.2 -0.2
0.0 -0.1 0.0
0.0 0.0 0.0
0.0 0.1 0.1
-0.1 -0.2 -0.1
0.0 0.4 0.2
0.0 -0.4 -0.3
0.0 0.0 0.0
0.0 0.0 0.0
0.1 0.0 0.0
0.0 0.0 0.0
0.0 0.0 0.0
0.0 0.0 0.0
0.0 0.0 0.0
0.0 0.1 0.2
-0.3 0.3 -0.3
0.2 0.0 0.5
0.1 0.0 0.1
0.1 -0.1 0.1
0.0 0.0 0.0
0.1 -0.1 0.0
0.1 0.1 -0.1
0.0 0.0 0.0
0.0 0.0 -0.2
-0.1 0.0 0.0
-0.1 0.0 -0.1
1.0 0.4 0.5
0.1 -0.1 0.1
0.0 -0.1 -0.1
0.0 0.1 0.1
0.0 0.0 0.1
0.0 0.0 0.0
0.0 0.0 0.0
-0.4 0.0 0.0
0.0 0.0 -0.1
0.0 0.0 -0.1
0.0 -0.1 0.0
0.0 -0.1 0.0
0.0 0.0 0.0
-0.1 0.0 0.1
0.0 -0.1 -0.2
0.0 -0.1 0.1
-0.1 0.0 -0.1
-0.1 0.0 0.0
0.0 0.0 0.0
0.0 0.0 0.0
0.0 0.0 0.0
0.0 0.0 0.0
0.0 0.0 0.0
0.0 0.0 0.0
0.0 0.0 0.0
0.0 0.0 0.0
0.0 0.0 0.0
0.0 0.1 0.1
0.1 0.1 0.0
0.0 0.0 0.0
0.1 0.0 0.0
0.3 -0.2 0.0
-0.3 0.0 0.1
0.2 0.2 -0.1
0.0 0.1 0.0
0.0 0.0 0.0
0.0 -0.1 0.0
0.1 0.1 -0.1
0.0 0.0 0.0
0.0 -0.1 0.0
-0.1 0.0 0.0
-0.1 0.0 0.0
0.0 0.0 0.0
0.0 0.0 0.0
0.0 0.0 0.0
0.0 0.0 0.0
0.0 0.0 0.0
0.0 0.0 0.0
0.0 0.0 0.0
0.0 0.0 0.0
0.0 0.0 0.0
0.0 0.0 0.0
0.0 0.0 0.0
0.0 0.0 0.0
0.0 0.0 0.0
0.0 0.0 0.0
0.0 0.0 0.0
0.0 0.0 0.0
0.0 0.0 0.0
0.0 0.0 0.0
0.0 0.0 0.0
0.0 0.0 0.0
0.0 0.0 0.0
0.0 0.0 0.0
0.0 0.0 0.0
0.0 0.0 0.0
0.0 0.0 0.0
0.0 0.0 0.0

Output
- E_LUMO (spin up / spin down) (eV) = 4.1074 / 4.1005
- charge = -2
- multiplicity = 1
- ΔE to the lowest compared entry with this formula, charge and spin (kcal per mole) = 62.5
- electronic energy (eV) = -304300.1250

# C3H5NO

The molecule C3H5NO in a non-equilibrium geometry (wB97M-V/def2-TZVPD, OMol25).

Each line ends with the Mulliken charge.
Positions of all 10 atoms, in Å:
C  0.301  0.566  -0.630  -0.191
C  1.507  0.110  -0.298  -0.363
O  1.464  -0.923  0.553  -0.356
N  0.134  -0.934  1.073  -0.245
C  -0.710  -0.404  0.021  -0.293
H  -0.198  1.398  -1.223  0.283
H  2.515  0.372  -0.571  0.404
H  0.248  -0.659  2.052  0.249
H  -1.679  -0.029  0.392  0.357
H  -0.747  -1.138  -0.732  0.156

Forces on the atoms, in the same order (eV/Å):
-2.0 1.6 -0.5
-0.4 1.3 -1.0
-0.1 -0.7 0.8
0.3 -2.3 1.0
1.8 1.7 1.2
1.8 -1.1 0.5
0.0 0.2 -0.2
-0.8 0.8 -0.8
0.6 -0.1 -0.3
-1.1 -1.5 -0.7

Output
- E_LUMO (eV) = 1.1068
- charge = 0
- multiplicity = 1
- SMILES = C1=CONC1
- ΔE to the lowest compared entry with this formula, charge and spin (kcal per mole) = 77.1
- electronic energy (eV) = -6726.2274